Density functional theory data (ωB97M-V/def2-TZVPD) for a gas-phase ion, C3H8ClN2 (charge +1).

Geometry as XYZ:
```
14
Properties=species:S:1:pos:R:3:forces:R:3
C -1.716 0.957 1.038 0.2 -2.5 1.8
C -0.828 0.439 -0.095 -1.2 3.4 -0.4
N 0.478 0.253 0.406 4.8 -4.2 -3.0
C 1.703 -0.648 -0.542 -4.6 3.0 3.6
N 1.456 -1.791 -1.107 -0.8 0.9 -0.7
Cl 3.246 -0.082 -0.305 -0.1 -0.2 0.0
H -1.602 1.952 1.307 1.3 2.1 0.2
H -2.690 1.038 0.664 -1.8 -0.7 -0.5
H -1.698 0.414 2.029 -0.1 0.1 -1.3
H -1.163 -0.440 -0.592 -0.5 -0.8 0.0
H -1.046 1.335 -0.795 1.3 -1.5 0.2
H 1.012 0.880 0.982 -0.1 0.6 -0.3
H 0.548 -2.136 -1.516 1.1 0.7 1.1
H 2.301 -2.171 -1.474 0.5 -1.0 -0.6
```
Forces are in eV/Å.

Properties
* relative energy (zero: lowest compared OMol25 entry of this formula, charge and spin): 68.49 kcal per mole
* E_HOMO: -13.93 eV
* SMILES: CCNC(=[NH2+])Cl
* gap between HOMO and LUMO: 8.740 eV
* multiplicity: 1
* net charge: +1